Entry 1:
A 2-piece molecular cluster, C3H10N2O2 overall at a distorted geometry. Source: the OMol25 dataset; level of theory: ωB97M-V/def2-TZVPD.

XYZ file:
```
17
Properties=species:S:1:pos:R:3
C 0.765 -0.980 -1.374
C 0.262 -0.727 0.008
O 0.048 -1.819 0.793
C 0.071 0.532 0.576
N 0.591 1.644 -0.091
N 0.053 0.575 1.981
H 0.647 -0.110 -2.018
H 1.833 -1.224 -1.331
H 0.239 -1.823 -1.830
H -0.204 -2.566 0.226
H 0.294 2.534 0.288
H 1.603 1.635 -0.175
H -0.176 -0.325 2.398
H 0.045 1.481 2.427
O -2.249 0.076 -0.643
H -2.227 0.627 -1.445
H -1.597 0.470 0.211
```

Summary:
HOMO level	-7.0	eV
energy above the lowest of the compared OMol25 structures with the same formula, charge and spin	71.9	kcal per mole
spin multiplicity	1
molar mass	106.1	g/mol
orbital gap	7.7142	eV
net charge	0
SMILES	CC(O)=C(N)N.O
LUMO energy	0.70	eV

Entry 2:
C2H2CuFO2 as an isolated structure at a distorted geometry. Source: the OMol25 dataset; level of theory: ωB97M-V/def2-TZVPD.

XYZ file:
```
8
Properties=species:S:1:pos:R:3
H -0.433 0.383 2.093
O -0.499 1.277 0.212
C -0.660 0.358 0.972
C -0.004 -0.994 0.615
O 0.537 -1.031 -0.480
H -0.314 -1.901 1.156
F 0.942 1.269 -3.031
Cu 0.431 0.639 -1.535
```

Summary:
HOMO level (spin up / spin down)	-17.4 / -17.3	eV
energy above the lowest of the compared OMol25 structures with the same formula, charge and spin	15.7	kcal per mole
spin multiplicity	2
molar mass	140.6	g/mol
⟨S²⟩	0.75
orbital gap (spin up / spin down)	9.2797 / 9.1387	eV
net charge	+1
LUMO energy (spin up / spin down)	-8.14 / -8.19	eV

Entry 3:
A 2-piece molecular cluster, CH2N2O3S overall at a distorted geometry. Source: the OMol25 dataset; level of theory: ωB97M-V/def2-TZVPD.

XYZ file:
```
9
Properties=species:S:1:pos:R:3
C 0.298 -0.474 0.559
N -0.847 2.234 0.079
N -1.266 1.202 0.377
O 1.500 1.693 -0.356
O 3.112 -0.182 0.217
O 0.845 -0.725 -0.777
S 1.760 0.315 0.081
H 0.340 -1.230 1.307
H 0.182 2.406 0.037
```

Summary:
HOMO level (spin up / spin down)	-8.7 / -9.0	eV
energy above the lowest of the compared OMol25 structures with the same formula, charge and spin	121.1	kcal per mole
spin multiplicity	1
molar mass	122.1	g/mol
orbital gap (spin up / spin down)	7.9456 / 8.4655	eV
net charge	0
LUMO energy (spin up / spin down)	-0.76 / -0.52	eV

Entry 4:
A 9-piece molecular cluster, C15H45IN19O8 overall at a distorted geometry. Source: the OMol25 dataset; level of theory: ωB97M-V/def2-TZVPD.

XYZ file:
```
88
Properties=species:S:1:pos:R:3
N 2.488 0.357 -2.629
C 1.362 0.638 -3.604
N 1.185 2.136 -3.690
C 1.913 3.098 -4.503
N 1.391 4.439 -4.314
C 0.312 4.482 -3.337
C 0.230 2.968 -2.978
C -0.898 2.473 -1.917
C -2.309 2.525 -2.748
C -2.680 1.100 -3.416
I -1.770 0.873 -5.424
H 2.006 0.162 -1.728
H 2.965 1.275 -2.545
H 0.396 0.132 -3.224
H 1.561 0.209 -4.642
H 2.787 2.835 -5.204
H 1.754 5.257 -4.821
H -0.315 5.337 -2.928
H -0.644 1.403 -1.598
H -0.951 3.175 -0.999
H -3.134 2.961 -2.077
H -2.177 3.256 -3.637
H -3.823 1.104 -3.595
H -2.364 0.203 -2.756
C 5.417 -2.078 -1.922
O 5.347 -1.918 -3.133
N 6.368 -2.852 -1.341
N 4.553 -1.497 -1.057
H 6.443 -2.996 -0.351
H 7.030 -3.301 -1.952
H 3.832 -0.915 -1.451
H 4.592 -1.615 -0.061
C 2.728 -1.872 2.305
O 2.660 -1.714 1.091
N 3.674 -2.646 2.889
N 1.865 -1.290 3.167
H 3.746 -2.789 3.880
H 4.336 -3.099 2.281
H 1.145 -0.708 2.773
H 1.903 -1.407 4.163
C -1.312 -2.984 3.573
O -0.235 -2.631 4.047
N -2.161 -2.120 2.969
N -1.741 -4.264 3.614
H -3.045 -2.388 2.577
H -1.877 -1.155 2.920
H -1.138 -4.938 4.056
H -2.618 -4.573 3.234
C 0.038 0.147 -9.844
O -0.046 0.297 -11.051
N 1.001 -0.612 -9.265
N -0.827 0.729 -8.973
H 1.086 -0.748 -8.274
H 1.662 -1.061 -9.878
H -1.558 1.301 -9.365
H -0.776 0.619 -7.977
C -2.538 -7.779 5.135
O -2.942 -6.946 4.335
N -1.707 -8.789 4.781
N -2.886 -7.764 6.444
H -1.365 -9.482 5.421
H -1.426 -8.835 3.815
H -3.503 -7.027 6.746
H -2.566 -8.437 7.116
C -4.852 5.595 -1.237
O -3.835 4.916 -1.311
N -6.094 5.057 -1.269
N -4.823 6.943 -1.117
H -6.939 5.595 -1.210
H -6.158 4.055 -1.358
H -3.917 7.382 -1.089
H -5.644 7.517 -1.055
C -1.228 -0.023 6.461
O -2.025 0.231 5.566
N -1.302 0.548 7.689
N -0.206 -0.896 6.300
H -0.659 0.353 8.435
H -2.050 1.203 7.846
H -0.120 -1.342 5.395
H 0.459 -1.118 7.020
C 2.543 2.893 3.517
O 3.541 2.725 4.199
N 1.823 1.862 3.008
N 2.067 4.126 3.208
H 1.001 1.979 2.445
H 2.147 0.929 3.216
H 2.575 4.917 3.568
H 1.249 4.285 2.649
```

Summary:
HOMO level	-10.9	eV
spin multiplicity	1
molar mass	746.6	g/mol
orbital gap	7.7159	eV
net charge	+1
LUMO energy	-3.21	eV

Entry 5:
One molecule with the formula C3H2Cl2FNO. Source: the OMol25 dataset; level of theory: ωB97M-V/def2-TZVPD.

XYZ file:
```
10
Properties=species:S:1:pos:R:3
N 1.954 -1.584 -0.001
C 1.724 -0.258 -0.003
O 2.624 0.566 0.004
C 0.283 0.209 0.002
Cl 0.093 1.917 -0.001
C -0.806 -0.575 -0.001
F -0.705 -1.903 -0.001
Cl -2.426 -0.060 0.001
H 2.902 -1.886 0.002
H 1.235 -2.263 -0.001
```

Summary:
HOMO level	-9.8	eV
energy above the lowest of the compared OMol25 structures with the same formula, charge and spin	0.0	kcal per mole
spin multiplicity	1
molar mass	158.0	g/mol
orbital gap	10.2520	eV
net charge	0
SMILES	NC(=O)/C(Cl)=C(\F)Cl
LUMO energy	0.40	eV

Entry 6:
One molecule with the formula C6H11N at a distorted geometry. Source: the OMol25 dataset; level of theory: ωB97M-V/def2-TZVPD.

XYZ file:
```
18
Properties=species:S:1:pos:R:3
C -1.895 -0.440 0.937
C -1.648 0.331 -0.308
C -0.653 0.124 -1.256
H -2.233 1.243 -0.411
H -2.968 -0.470 1.141
H -1.511 -1.458 0.878
H -1.419 0.036 1.803
H -0.301 1.131 -1.683
H -0.849 -0.479 -2.138
C 1.026 -0.314 -0.800
C 1.223 -0.497 0.670
C 1.768 0.409 1.472
N 1.599 0.825 -1.338
H 1.770 0.690 -2.336
H 1.214 -1.267 -1.311
H 0.875 -1.442 1.074
H 1.872 0.232 2.534
H 2.130 1.346 1.072
```

Summary:
HOMO level (spin up / spin down)	-8.8 / -7.6	eV
energy above the lowest of the compared OMol25 structures with the same formula, charge and spin	114.4	kcal per mole
spin multiplicity	1
molar mass	97.2	g/mol
orbital gap (spin up / spin down)	9.2763 / 7.6384	eV
net charge	0
LUMO energy (spin up / spin down)	0.46 / 0.00	eV